# 1
48
Properties=species:S:1:pos:R:3:nbo_charge:R:1 method="wB97M-V/def2-TZVPD" homo_ha=-0.2788 total_charge=0 multiplicity=1 total_energy_ev=-41175.2078 de_lowest_kj_mol=28.3
C 1.41 -3.36 -1.33 -0.3972
N 1.52 -1.96 -1.06 -0.3679
C 2.07 -1.39 0.06 -0.0290
C 2.03 -0.03 -0.02 -0.0900
C 2.55 0.97 0.96 -0.5115
C 1.42 1.82 1.52 0.7073
O 1.21 2.94 1.12 -0.6370
N 0.65 1.27 2.50 -0.4415
C 0.71 -0.07 3.02 -0.2312
C -0.41 -0.93 2.39 -0.2146
N -1.50 -0.08 1.96 -0.4345
C -1.80 0.02 0.61 0.1703
C -2.14 1.23 0.00 -0.2188
C -2.52 1.28 -1.33 -0.2157
C -2.56 0.12 -2.08 -0.0625
Cl -3.06 0.17 -3.73 -0.0069
C -2.22 -1.10 -1.50 -0.2098
C -1.85 -1.14 -0.17 -0.2504
C -1.74 1.01 2.87 -0.2289
C -0.54 1.98 2.93 -0.2429
C 1.41 0.28 -1.26 -0.1170
C 1.08 1.48 -1.91 -0.1792
C 0.52 1.41 -3.16 -0.2436
C 0.27 0.19 -3.79 -0.1931
C 0.56 -1.01 -3.16 -0.2793
C 1.12 -0.95 -1.90 0.2119
H 1.98 -3.63 -2.22 0.2056
H 0.36 -3.63 -1.49 0.2024
H 1.79 -3.93 -0.48 0.2121
H 2.48 -2.02 0.83 0.2056
H 3.12 0.48 1.76 0.2212
H 3.22 1.67 0.44 0.2468
H 1.68 -0.52 2.82 0.2173
H 0.58 -0.01 4.11 0.1943
H -0.77 -1.66 3.12 0.1857
H -0.01 -1.46 1.53 0.2205
H -2.10 2.16 0.55 0.2102
H -2.77 2.22 -1.79 0.2269
H -2.27 -2.00 -2.08 0.2226
H -1.62 -2.10 0.27 0.2109
H -1.91 0.57 3.85 0.1933
H -2.65 1.53 2.58 0.2230
H -0.66 2.83 2.25 0.2454
H -0.40 2.36 3.95 0.1919
H 1.27 2.42 -1.42 0.2356
H 0.27 2.33 -3.68 0.2126
H -0.15 0.18 -4.78 0.2160
H 0.36 -1.95 -3.65 0.2133

=====

# 2
50
Properties=species:S:1:pos:R:3:nbo_charge:R:1 method="wB97M-V/def2-TZVPD" homo_ha=-0.2957 total_charge=0 multiplicity=1 total_energy_ev=-54056.3226 de_lowest_kj_mol=28.4
C 5.98 -4.51 3.96 -0.2505
O 4.95 -5.00 3.13 -0.4876
C 3.99 -4.18 2.60 0.2694
C 3.96 -2.76 2.68 -0.2810
C 2.87 -2.04 2.18 -0.2033
C 1.81 -2.68 1.50 0.2229
N 0.73 -1.96 0.98 -0.4888
C -0.64 -2.36 1.36 -0.4094
C 0.94 -0.81 0.22 0.7045
O 2.02 -0.61 -0.33 -0.6108
C -0.21 0.16 -0.07 -0.3125
C -1.13 -0.33 -1.20 -0.4047
C -1.47 0.68 -2.29 -0.2035
N -1.76 1.99 -1.65 -0.4848
C -2.44 2.88 -2.47 0.4261
N -2.10 2.97 -3.76 -0.4602
C -2.64 3.97 -4.47 0.0348
C -3.50 4.92 -3.96 -0.2836
C -3.92 4.78 -2.61 -0.1482
S -5.01 5.77 -1.67 0.3875
C -4.87 4.66 -0.30 -0.3664
C -4.01 3.60 -0.53 -0.2293
C -3.39 3.72 -1.88 -0.1527
C -0.86 2.53 -0.65 -0.2019
C 0.30 1.58 -0.46 -0.3826
C 1.84 -4.06 1.40 -0.2646
C 2.95 -4.79 1.89 -0.0481
Cl 2.94 -6.52 1.59 -0.0001
H 6.59 -5.31 4.38 0.2038
H 5.57 -3.98 4.83 0.1773
H 6.68 -3.86 3.44 0.1771
H 4.79 -2.18 3.12 0.2297
H 2.85 -0.94 2.19 0.2265
H -1.24 -2.44 0.48 0.2027
H -0.69 -3.31 1.92 0.2295
H -1.09 -1.57 1.97 0.1982
H -0.78 0.29 0.85 0.2054
H -0.73 -1.26 -1.61 0.2166
H -2.04 -0.64 -0.73 0.2026
H -2.31 0.32 -2.92 0.2241
H -0.60 0.77 -2.95 0.1876
H -2.32 3.96 -5.47 0.1966
H -3.90 5.71 -4.61 0.2260
H -5.40 4.85 0.61 0.2350
H -3.78 2.79 0.14 0.2360
H -0.47 3.51 -0.93 0.1984
H -1.37 2.76 0.30 0.1778
H 0.91 2.01 0.36 0.2193
H 0.90 1.47 -1.35 0.2278
H 1.10 -4.57 0.79 0.2311

=====

# 3
49
Properties=species:S:1:pos:R:3:nbo_charge:R:1 method="wB97M-V/def2-TZVPD" homo_ha=-0.2814 total_charge=0 multiplicity=1 total_energy_ev=-44336.5084 de_lowest_kj_mol=131.1
C 0.58 -3.32 2.39 -0.6287
C 0.98 -2.41 1.26 -0.1077
C 2.04 -1.55 1.28 -0.0072
N 2.02 -0.79 0.13 -0.3534
C 2.95 0.32 -0.20 -0.2261
C 2.35 1.68 0.04 -0.0605
C 3.04 2.82 -0.36 -0.1906
C 2.44 4.05 -0.23 -0.2491
C 1.16 4.23 0.30 0.2718
O 0.73 5.55 0.40 -0.6832
C 0.42 3.15 0.72 -0.0092
C -1.03 3.17 1.22 -0.2514
C -1.12 3.94 2.53 -0.5950
C -2.00 3.72 0.17 -0.5985
C 1.03 1.88 0.52 -0.2072
C 0.99 -1.23 -0.71 0.0651
C 0.56 -0.87 -1.99 -0.0126
Cl 1.28 0.40 -2.97 -0.0021
C -0.60 -1.47 -2.53 -0.3082
C -1.28 -2.46 -1.83 0.3703
O -2.36 -3.01 -2.47 -0.5061
C -3.09 -4.11 -1.84 -0.1705
C -2.49 -5.53 -2.09 0.7593
O -3.17 -6.26 -2.77 -0.5714
O -1.36 -5.88 -1.43 -0.6725
C -0.76 -2.89 -0.57 -0.3278
C 0.32 -2.24 -0.02 0.0041
H 0.56 -4.35 2.05 0.2152
H 1.34 -3.30 3.20 0.2174
H -0.36 -3.00 2.83 0.2155
H 2.71 -1.30 2.11 0.2188
H 3.32 0.23 -1.24 0.2281
H 3.83 0.21 0.41 0.2151
H 4.02 2.73 -0.84 0.2102
H 3.00 4.91 -0.57 0.2228
H -0.10 5.61 0.89 0.4788
H -1.34 2.14 1.37 0.2118
H -2.15 3.75 2.87 0.2130
H -1.02 5.02 2.38 0.1795
H -0.39 3.63 3.27 0.2223
H -1.73 4.75 -0.13 0.1966
H -2.03 3.08 -0.69 0.2217
H -3.02 3.76 0.58 0.2070
H 0.45 1.02 0.81 0.2105
H -0.91 -1.13 -3.48 0.2338
H -4.08 -4.12 -2.34 0.2303
H -3.28 -3.97 -0.77 0.1986
H -1.27 -6.85 -1.59 0.5004
H -1.22 -3.72 -0.05 0.2208

=====

# 4
52
Properties=species:S:1:pos:R:3:nbo_charge:R:1 method="wB97M-V/def2-TZVPD" homo_ha=-0.6614 total_charge=+3 multiplicity=1 total_energy_ev=-55685.5633 de_lowest_kj_mol=0.0
Pt -0.47 -0.49 1.32 0.9636
F -3.73 3.46 0.05 -0.2525
C -2.53 2.94 -0.08 0.4933
C -2.27 1.73 0.59 -0.3868
C -1.01 1.23 0.43 0.0978
C 0.00 1.82 -0.33 -0.2379
C -0.34 3.01 -0.97 0.4794
F 0.58 3.62 -1.71 -0.2748
C -1.59 3.58 -0.86 -0.3277
C 1.30 1.16 -0.29 0.2038
C 2.50 1.55 -0.87 -0.2101
C 3.65 0.83 -0.60 -0.0769
C 3.60 -0.29 0.23 -0.2135
C 2.39 -0.65 0.77 0.0435
N 1.28 0.05 0.50 -0.4133
H -3.05 1.25 1.16 0.2775
H -1.82 4.52 -1.36 0.2975
H 2.53 2.43 -1.49 0.2818
H 4.59 1.13 -1.04 0.2734
H 4.49 -0.86 0.47 0.2770
H 2.28 -1.51 1.42 0.2431
I -1.88 -1.67 3.31 0.5343
C -0.81 -0.03 4.11 0.0973
C -0.81 0.42 5.40 -0.2450
C -0.05 1.56 5.65 -0.0627
C 0.64 2.18 4.62 -0.1950
C 0.58 1.65 3.34 0.0732
N -0.13 0.54 3.11 -0.5390
H -1.38 -0.07 6.18 0.2861
H -0.01 1.97 6.65 0.2797
H 1.23 3.07 4.80 0.2777
H 1.10 2.09 2.50 0.2336
C -3.05 -0.81 -3.56 -0.6283
C -1.93 -0.04 -2.90 -0.2232
N -0.67 -0.82 -2.86 -0.5188
C -0.23 -1.58 -1.87 0.3884
S -1.23 -1.77 -0.41 -0.0577
N 0.90 -2.26 -2.01 -0.5390
C 1.36 -3.41 -1.20 -0.2181
C 0.92 -4.73 -1.81 -0.6295
H -3.99 -0.26 -3.46 0.2539
H -3.19 -1.79 -3.09 0.2198
H -2.87 -0.96 -4.62 0.2397
H -2.18 0.24 -1.88 0.2098
H -1.70 0.87 -3.45 0.2316
H -0.20 -0.90 -3.75 0.4254
H 1.36 -2.18 -2.91 0.4207
H 0.96 -3.29 -0.19 0.2048
H 2.44 -3.34 -1.15 0.2266
H -0.16 -4.76 -1.94 0.2220
H 1.20 -5.55 -1.15 0.2564
H 1.40 -4.90 -2.77 0.2371

=====

Repeat the first record exactly.
48
Properties=species:S:1:pos:R:3:nbo_charge:R:1 method="wB97M-V/def2-TZVPD" homo_ha=-0.2788 total_charge=0 multiplicity=1 total_energy_ev=-41175.2078 de_lowest_kj_mol=28.3
C 1.41 -3.36 -1.33 -0.3972
N 1.52 -1.96 -1.06 -0.3679
C 2.07 -1.39 0.06 -0.0290
C 2.03 -0.03 -0.02 -0.0900
C 2.55 0.97 0.96 -0.5115
C 1.42 1.82 1.52 0.7073
O 1.21 2.94 1.12 -0.6370
N 0.65 1.27 2.50 -0.4415
C 0.71 -0.07 3.02 -0.2312
C -0.41 -0.93 2.39 -0.2146
N -1.50 -0.08 1.96 -0.4345
C -1.80 0.02 0.61 0.1703
C -2.14 1.23 0.00 -0.2188
C -2.52 1.28 -1.33 -0.2157
C -2.56 0.12 -2.08 -0.0625
Cl -3.06 0.17 -3.73 -0.0069
C -2.22 -1.10 -1.50 -0.2098
C -1.85 -1.14 -0.17 -0.2504
C -1.74 1.01 2.87 -0.2289
C -0.54 1.98 2.93 -0.2429
C 1.41 0.28 -1.26 -0.1170
C 1.08 1.48 -1.91 -0.1792
C 0.52 1.41 -3.16 -0.2436
C 0.27 0.19 -3.79 -0.1931
C 0.56 -1.01 -3.16 -0.2793
C 1.12 -0.95 -1.90 0.2119
H 1.98 -3.63 -2.22 0.2056
H 0.36 -3.63 -1.49 0.2024
H 1.79 -3.93 -0.48 0.2121
H 2.48 -2.02 0.83 0.2056
H 3.12 0.48 1.76 0.2212
H 3.22 1.67 0.44 0.2468
H 1.68 -0.52 2.82 0.2173
H 0.58 -0.01 4.11 0.1943
H -0.77 -1.66 3.12 0.1857
H -0.01 -1.46 1.53 0.2205
H -2.10 2.16 0.55 0.2102
H -2.77 2.22 -1.79 0.2269
H -2.27 -2.00 -2.08 0.2226
H -1.62 -2.10 0.27 0.2109
H -1.91 0.57 3.85 0.1933
H -2.65 1.53 2.58 0.2230
H -0.66 2.83 2.25 0.2454
H -0.40 2.36 3.95 0.1919
H 1.27 2.42 -1.42 0.2356
H 0.27 2.33 -3.68 0.2126
H -0.15 0.18 -4.78 0.2160
H 0.36 -1.95 -3.65 0.2133